# 1
ORCA calculation (ωB97M-V with the def2-TZVPD basis set) on a structure of composition BrCu2.

Results
orbital gap: 9.09 eV
LUMO: -5.825 eV

```
! RIJCOSX wB97M-V def2-TZVPD def2/J DEFGRID3
* xyz 1 1
Cu 0.551 0.419 -1.647
Cu 0.361 0.052 1.674
Br -0.912 -0.471 -0.026
*
```

***

# 2
ORCA calculation (ωB97M-V with the def2-TZVPD basis set) on a structure of composition BrCuF18P3.

Results
⟨S²⟩: 0.757
orbital gap (alpha / beta): 9.38 / 6.54 eV
LUMO (alpha / beta): 5.329 / 2.639 eV

```
! RIJCOSX wB97M-V def2-TZVPD def2/J DEFGRID3
* xyz -2 2
Cu -0.555 -0.089 -0.315
Br -0.908 -1.867 -2.148
P -2.507 -0.443 1.756
F -3.245 0.713 2.694
F -1.049 0.182 1.901
F -2.214 -1.298 3.067
F -1.700 -1.563 0.940
F -3.897 -1.210 1.389
F -2.623 0.405 0.377
P 0.116 2.407 -1.860
F -1.268 1.629 -1.738
F -0.657 3.805 -1.533
F 0.155 1.982 -0.261
F 1.501 3.178 -1.766
F 0.954 1.008 -2.068
F -0.028 2.700 -3.463
P 2.595 -1.621 0.440
F 1.344 -0.659 0.887
F 2.312 -1.145 -1.147
F 3.786 -0.507 0.632
F 3.684 -2.803 0.098
F 2.781 -2.103 1.963
F 1.425 -2.700 0.154
*
```

***

# 3
ORCA calculation (ωB97M-V with the def2-TZVPD basis set) on the molecule BrFH2Si.

Results
SMILES: F[SiH2]Br
orbital gap: 11.36 eV
LUMO: -0.133 eV

```
! RIJCOSX wB97M-V def2-TZVPD def2/J DEFGRID3
* xyz 0 1
F 0.669 1.722 0.123
Si 0.093 -0.247 0.053
Br -2.107 -0.566 -0.034
H 0.784 -0.795 1.118
H 0.560 -0.115 -1.260
*
```

***

# 4
ORCA calculation (ωB97M-V with the def2-TZVPD basis set) on a structure of composition BrFePt.

Results
⟨S²⟩: 15.758
orbital gap (alpha / beta): 10.18 / 7.61 eV
LUMO (alpha / beta): -22.996 / -25.222 eV

```
! RIJCOSX wB97M-V def2-TZVPD def2/J DEFGRID3
* xyz 4 8
Fe -1.702 -1.105 -1.597
Pt 1.522 1.288 1.653
Br 0.179 -0.183 -0.055
*
```

***

# 5
ORCA calculation (ωB97M-V with the def2-TZVPD basis set) on a cluster of 8 separate species, BrH14O7 in total.

Results
orbital gap: 9.94 eV
LUMO: 3.193 eV

```
! RIJCOSX wB97M-V def2-TZVPD def2/J DEFGRID3
* xyz -1 1
Br 0.145 -0.406 0.107
O -2.535 0.803 1.759
H -2.857 0.161 2.274
H -1.868 0.405 1.106
O 0.917 0.737 -3.100
H 1.874 0.817 -3.018
H 0.678 0.583 -2.167
O 2.593 0.951 1.780
H 1.972 0.528 1.291
H 3.074 0.284 2.224
O 0.170 3.292 -0.244
H -0.145 3.211 0.694
H 0.500 2.475 -0.488
O -2.101 -0.482 -2.296
H -1.232 -0.484 -1.794
H -2.315 0.528 -2.315
O -0.196 -1.908 2.986
H -0.103 -1.278 3.753
H -0.110 -1.473 2.124
O 0.567 -3.332 -1.444
H 0.523 -3.099 -2.325
H 0.447 -2.313 -0.907
*
```

***

# 6
ORCA calculation (ωB97M-V with the def2-TZVPD basis set) on a cluster of 2 separate species, BrH2N in total.

Results
orbital gap (alpha / beta): 6.24 / 6.20 eV
LUMO (alpha / beta): -4.262 / -4.258 eV

```
! RIJCOSX wB97M-V def2-TZVPD def2/J DEFGRID3
* xyz 0 1
N -0.882 -0.190 0.019
Br 2.222 -0.632 -0.089
H -0.690 0.441 -0.805
H -0.651 0.381 0.875
*
```

***

# 7
ORCA calculation (ωB97M-V with the def2-TZVPD basis set) on a cluster of 2 separate species, BrH2NO2P in total.

Results
orbital gap (alpha / beta): 6.15 / 6.15 eV
LUMO (alpha / beta): 3.643 / 3.643 eV

```
! RIJCOSX wB97M-V def2-TZVPD def2/J DEFGRID3
* xyz -1 1
N -0.839 -0.046 -0.234
O 1.866 -1.230 -1.010
O -2.086 0.692 0.280
P 1.600 -0.921 0.384
Br 2.470 1.159 0.426
H -1.262 -0.990 -0.660
H -1.749 1.337 0.814
*
```

***

# 8
ORCA calculation (ωB97M-V with the def2-TZVPD basis set) on a cluster of 2 separate species, BrH2NOS in total.

Results
orbital gap (alpha / beta): 9.54 / 8.16 eV
LUMO (alpha / beta): -1.396 / -1.030 eV

```
! RIJCOSX wB97M-V def2-TZVPD def2/J DEFGRID3
* xyz 0 1
N 0.077 -0.201 -0.632
O 2.976 2.158 0.476
S 2.598 1.158 -0.430
Br 3.833 -0.652 0.066
H -0.502 -0.298 0.213
H 0.699 -1.012 -0.546
*
```

***

# 9
ORCA calculation (ωB97M-V with the def2-TZVPD basis set) on a structure of composition BrH2NOS2.

Results
orbital gap: 8.47 eV
LUMO: -1.564 eV

```
! RIJCOSX wB97M-V def2-TZVPD def2/J DEFGRID3
* xyz 0 1
N -0.412 0.020 0.773
O 1.978 0.061 0.232
S 0.834 -2.606 -0.040
S 0.819 -0.707 -0.096
Br -2.195 -0.746 0.079
H -0.285 1.093 0.540
H 0.311 -0.107 -1.197
*
```

***

# 10
ORCA calculation (ωB97M-V with the def2-TZVPD basis set) on the molecule BrH2OP.

Results
SMILES: OPBr
orbital gap: 9.88 eV
LUMO: -0.150 eV

```
! RIJCOSX wB97M-V def2-TZVPD def2/J DEFGRID3
* xyz 0 1
O 0.252 -0.189 -1.333
P -1.038 -1.225 -0.110
Br -2.622 0.212 -0.002
H 0.845 0.376 -0.757
H -0.275 -1.024 1.149
*
```

***

# 11
ORCA calculation (ωB97M-V with the def2-TZVPD basis set) on the molecule BrH3N2O2S.

Results
orbital gap (alpha / beta): 7.33 / 8.52 eV
LUMO (alpha / beta): -1.714 / -1.922 eV

```
! RIJCOSX wB97M-V def2-TZVPD def2/J DEFGRID3
* xyz 0 1
N -1.564 -0.675 0.719
N 2.957 -0.288 -0.919
O -1.357 0.438 -1.523
O -1.356 1.801 0.522
S -0.942 0.594 -0.157
Br 1.569 -0.035 0.270
H -1.641 -1.009 1.677
H -1.121 -1.462 0.153
H 3.455 0.636 -0.743
*
```

***

# 12
ORCA calculation (ωB97M-V with the def2-TZVPD basis set) on a structure of composition BrH4IInNOP.

Results
orbital gap: 7.45 eV
LUMO: 3.043 eV

```
! RIJCOSX wB97M-V def2-TZVPD def2/J DEFGRID3
* xyz -1 1
N 1.851 -0.326 0.262
P 0.716 0.776 -0.444
O 0.424 1.831 0.846
In -1.411 -0.583 -0.145
Br -1.204 -2.598 -1.735
I -3.468 1.033 -1.080
H 2.664 -0.477 -0.317
H 1.515 -1.220 0.588
H 0.708 2.716 0.587
H -1.796 -1.152 1.439
*
```